[1]
84
Properties=species:S:1:pos:R:3:forces:R:3:mulliken_charge:R:1 method="wB97M-V/def2-TZVPD" e_lumo_ev=-0.10 gap_ev=8.337 e_above_lowest_kcal_mol=410.8 smiles="CN(C)C=O.CN(C)C=O.CN(C)C=O.CN(C)C=O.CC#N.CC#N.CC#N.CC#N.CC#N.CC#N" e_tot_ev=-48704.565
C 23.205130 -20.882070 2.545510 0.66 -1.25 -1.13 -1.1904
O 24.213260 -21.035320 3.269170 -5.63 -3.39 -0.25 -0.6237
N 23.076550 -21.537100 1.349720 -0.84 1.53 2.52 1.5876
C 21.989150 -21.266930 0.424430 -0.84 0.08 0.57 0.4827
C 24.068840 -22.457320 0.902250 -2.26 0.06 0.88 0.7292
H 22.346490 -20.248990 2.817820 1.52 0.19 -0.30 1.1299
H 21.266600 -20.558380 0.829380 0.97 -0.72 -0.73 -0.9815
H 21.455940 -22.192510 0.207460 1.88 0.91 0.57 -1.2821
H 22.297160 -20.868060 -0.542080 -0.79 -0.17 2.08 0.5979
H 24.810860 -22.846230 1.599570 -1.64 1.09 0.18 0.8542
H 23.527760 -23.321000 0.515750 0.49 0.70 0.63 -0.7772
H 24.646150 -21.977150 0.112150 -2.96 -0.87 1.94 -2.2357
C 20.100990 -24.807160 -2.098400 -0.36 0.05 -2.09 0.2427
O 20.617410 -25.348720 -3.074350 -0.30 -0.09 1.03 -0.6182
N 20.482510 -23.606760 -1.643910 -0.65 0.29 -1.18 0.2248
C 19.735170 -22.914020 -0.625600 -0.51 -0.87 -0.42 -1.7856
C 21.626140 -22.929970 -2.245230 -2.04 -0.55 1.20 0.2313
H 19.226030 -25.214620 -1.568660 0.10 -0.21 0.08 0.3440
H 18.920380 -23.522600 -0.233380 0.25 -0.46 -0.37 0.5385
H 19.243660 -22.015140 -0.997810 0.73 -0.20 -0.16 0.5147
H 20.391610 -22.667610 0.208950 -1.71 -0.67 -0.40 0.8851
H 22.268750 -22.669820 -1.404110 -2.47 -0.63 -1.16 -2.4950
H 22.216130 -23.559210 -2.911610 -1.05 0.24 -0.10 1.1219
H 21.384920 -21.973880 -2.709770 -1.52 -2.18 0.65 -1.0043
C 17.574200 -20.566730 -0.835250 -1.00 -0.40 -0.61 0.2874
O 17.510540 -19.663800 -1.640630 0.33 0.23 0.04 -0.6124
N 18.255320 -20.631030 0.300700 1.22 0.81 2.18 0.2570
C 18.120260 -21.746820 1.216850 -0.99 0.05 -0.01 -1.0530
C 19.059320 -19.513670 0.797310 -0.20 0.99 -0.82 -0.9822
H 17.039370 -21.518540 -0.977390 -0.28 -0.12 -0.31 0.3034
H 19.051030 -22.262470 1.453240 -0.26 0.45 0.00 0.2275
H 17.443130 -22.474670 0.769830 -0.10 -0.01 0.12 0.3919
H 17.661100 -21.396760 2.141360 0.01 0.01 0.16 0.3357
H 19.968870 -19.804910 1.322660 -0.98 0.30 -1.56 0.4446
H 19.248860 -18.840110 -0.038450 0.02 -0.01 0.13 0.3318
H 18.599500 -18.945650 1.606020 -0.87 0.08 -0.11 0.3728
C 26.000270 -23.809610 -2.757940 0.42 0.42 1.16 0.1583
O 27.189330 -23.625090 -2.946620 -0.54 0.08 -0.25 -0.5904
N 25.316560 -23.403910 -1.636290 -0.43 -0.25 -1.09 0.2693
C 25.872530 -22.504600 -0.610300 3.66 -3.17 -3.45 -0.8578
C 23.920260 -23.824330 -1.424510 2.74 -0.04 -0.66 -1.7870
H 25.356410 -24.347370 -3.471000 -0.02 -0.15 -0.02 0.3005
H 25.563960 -21.459470 -0.634590 0.72 -1.17 -1.46 1.0031
H 26.942260 -22.377040 -0.776190 0.11 -0.66 -0.29 0.4219
H 25.689870 -23.068820 0.304240 1.71 0.50 -1.24 0.5712
H 23.503700 -24.310210 -2.306840 0.67 -0.03 0.08 0.8099
H 23.760960 -24.510890 -0.593030 2.04 1.13 -1.08 0.4975
H 23.420730 -22.882900 -1.195830 1.52 -2.00 -0.08 1.9670
C 20.541000 -22.180120 4.614040 0.08 -0.57 -0.26 -1.3935
C 20.569700 -21.361900 3.433460 -0.22 2.89 -2.53 0.8344
N 20.638800 -20.677050 2.479630 -1.03 -3.11 6.18 -0.4090
H 21.016960 -23.094890 4.260820 -0.33 -0.52 0.48 0.2982
H 19.493870 -22.299600 4.892140 0.16 -0.39 0.21 0.3837
H 21.134800 -21.812970 5.451130 -0.09 0.34 -0.21 0.3658
C 25.784990 -19.807040 3.236220 1.96 3.31 0.52 -1.3784
C 26.069300 -20.610040 2.046710 0.46 1.83 2.69 0.5965
N 26.321870 -21.185270 1.105660 2.25 0.57 0.84 -0.0535
H 24.751240 -19.470870 3.316510 1.14 0.85 -0.35 0.2005
H 26.359870 -18.882390 3.287560 0.95 -0.09 -0.41 0.4993
H 25.933300 -20.334660 4.178400 0.17 0.60 -0.52 0.1858
C 25.952990 -22.733000 4.247750 0.10 -1.04 0.94 -1.1254
C 26.143570 -23.399500 2.976280 0.41 0.32 0.58 0.3648
N 26.235290 -23.874410 1.941020 0.93 -1.49 0.58 -0.4294
H 26.324910 -23.428620 5.000010 0.11 0.13 0.23 0.4741
H 24.889020 -22.571310 4.420770 0.23 -0.13 -0.04 0.2050
H 26.455600 -21.771160 4.349450 0.22 -0.86 -0.22 0.1847
C 21.922330 -20.613790 -3.696180 1.08 1.69 -0.35 -1.6064
C 22.773600 -20.937070 -2.524040 0.43 1.38 -2.16 0.5499
N 23.367310 -21.218800 -1.587560 1.97 1.60 -3.59 -0.0862
H 22.273600 -19.624230 -3.988550 -0.26 0.14 -0.45 0.4938
H 20.850190 -20.575760 -3.503350 0.15 0.35 0.42 0.4328
H 22.031250 -21.304060 -4.532710 0.46 -0.08 0.22 0.3184
C 22.046590 -25.113490 0.203740 -1.71 -1.57 0.07 0.9143
C 21.558300 -26.168420 1.052660 1.19 0.99 -0.58 -0.0670
N 21.244270 -26.997810 1.754150 -0.92 -1.70 1.44 -0.5671
H 21.332140 -25.140810 -0.619010 0.58 0.43 0.51 -0.5692
H 22.983040 -25.356790 -0.298210 -1.02 -0.89 1.31 0.8448
H 21.982960 -24.189010 0.777660 0.32 -0.01 -0.43 -0.1194
C 24.611470 -19.594330 -0.134530 1.31 1.58 -0.66 -0.7757
C 23.331590 -18.999380 0.100260 -0.16 0.49 0.32 0.2605
N 22.301680 -18.559170 0.344840 -0.04 0.72 -0.04 -0.6068
H 24.636740 -20.678850 -0.240740 -0.84 2.08 0.77 0.0045
H 25.350870 -19.232690 0.580030 -0.52 0.11 -0.13 0.6549
H 24.982930 -19.228890 -1.091900 -0.05 0.11 -0.23 0.5614

=====

[2]
82
Properties=species:S:1:pos:R:3:forces:R:3:mulliken_charge:R:1 method="wB97M-V/def2-TZVPD" e_lumo_ev=2.38 gap_ev=7.552 charge=-1 e_tot_ev=-46346.675
C 1.317806 -5.024664 3.948840 4.01 1.15 0.05 -0.6710
C 2.727688 -4.505295 3.980973 -3.50 -0.60 -0.12 -0.3251
C 3.109440 -2.916257 3.683644 0.34 -0.44 1.78 -0.5235
C 3.494338 -2.632074 2.116384 0.89 -2.46 -1.70 0.8609
F 4.758894 -3.446642 1.975074 -1.29 1.01 0.63 -0.4667
O 2.645244 -3.223122 1.070598 1.51 2.04 3.37 -0.3400
B 2.416334 -2.251160 -0.054162 0.31 -0.26 -0.60 0.4794
C 0.827473 -2.116018 -0.527488 -1.68 0.18 0.19 0.4248
C -0.120272 -3.362157 0.009476 -1.04 0.82 -1.03 -0.3379
C -1.738324 -2.978666 -0.155730 0.14 -0.86 0.62 -0.7046
C -2.165849 -1.629865 0.673198 -0.83 -0.19 0.00 -0.5038
C -2.415902 -0.297513 -0.249596 -0.27 0.12 0.13 -0.2114
C -1.730699 1.047427 0.416145 0.55 0.49 -0.09 -0.4579
C -0.496344 1.677819 -0.512999 -0.10 0.06 -0.11 -0.7543
O 3.080324 -2.666600 -1.317178 1.40 1.79 -1.25 -0.6105
C 3.420563 -1.495374 -2.156978 -0.78 -1.11 -0.94 0.2624
C 3.377896 -2.043512 -3.732180 -0.65 0.19 0.17 -1.0353
O 3.119078 -1.041319 0.416778 0.98 1.35 2.01 -0.5661
C 3.989086 -1.146498 1.634985 -2.55 0.50 -3.35 1.0958
C 3.534475 0.192951 2.463068 0.91 0.86 -0.25 -0.9187
C 4.148966 0.305312 3.985578 -0.41 -0.50 0.87 0.0395
C 4.237860 1.886188 4.410455 -5.62 2.08 0.50 0.2123
O 3.051022 2.525732 4.596430 8.22 -3.61 -1.07 -0.5314
O 5.557400 2.561801 4.526096 -2.97 -0.85 -2.21 -0.4697
C 5.492016 -0.998190 0.916788 -2.34 0.43 0.24 -0.9782
O 6.500880 -0.916839 1.985067 -1.53 -0.09 -1.78 -0.0263
N 7.400524 -1.913252 1.889821 3.65 2.91 1.45 0.0935
O 8.438401 -1.420626 2.345818 -2.00 -2.72 -0.96 -0.4097
H 1.162223 -6.064582 3.419005 0.21 1.85 2.07 0.2178
H 0.437071 -4.420313 4.427201 1.63 -0.87 -1.97 0.2545
H 3.593077 -5.275248 4.265640 -1.81 1.79 -1.76 0.2812
H 2.299121 -2.162857 4.127694 1.42 -1.77 -1.33 0.2614
H 4.091382 -2.710763 4.328703 -1.94 -0.25 -1.64 0.2662
H 0.431259 -1.063925 -0.177375 0.26 -1.98 -0.45 -0.6079
H 0.728872 -2.127508 -1.711698 0.23 0.10 2.38 0.0292
H 0.071716 -3.652187 1.134915 -0.20 0.55 -2.35 0.0280
H 0.055409 -4.274639 -0.729970 -0.15 1.70 1.87 0.2308
H -2.355855 -3.893051 0.299317 1.22 1.88 -0.95 0.2978
H -2.056283 -2.928361 -1.294638 0.75 0.16 2.26 0.2992
H -3.206740 -1.873871 1.201377 2.28 0.57 -0.91 0.3823
H -1.378380 -1.370331 1.514697 -1.52 -0.70 -1.78 0.1519
H -3.578510 -0.079796 -0.324422 2.31 -0.59 0.12 0.0724
H -2.052053 -0.505909 -1.367017 -0.54 0.62 2.52 0.2546
H -2.552947 1.879266 0.574084 1.64 -1.65 -0.41 0.2631
H -1.273970 0.844498 1.496013 -1.12 0.12 -2.34 0.3043
H -0.823798 2.740571 -0.936797 0.78 -2.32 0.78 0.2129
H -0.231108 0.941294 -1.411035 -0.63 1.67 1.96 0.2095
H 0.490539 1.822333 0.116878 -2.05 -0.30 -1.26 0.2036
H 4.466816 -1.059458 -1.862377 -1.93 -0.71 -0.66 0.0942
H 2.597781 -0.636179 -2.114007 1.75 -1.71 0.31 -0.0531
H 3.023030 -3.181062 -3.731389 1.11 2.48 0.08 0.2369
H 2.524858 -1.453166 -4.313414 1.89 -1.14 1.10 0.2542
H 4.399179 -1.880170 -4.291274 -2.01 -0.49 1.03 0.2746
H 3.986890 1.121225 1.863597 -0.97 -2.10 1.03 0.3000
H 2.354000 0.357407 2.413133 2.71 -0.70 0.32 0.1662
H 3.359930 -0.239628 4.694986 1.75 1.59 -1.31 0.2221
H 5.159029 -0.298511 4.136437 -1.98 1.68 -0.61 0.2428
H 5.704981 2.976201 3.608192 -0.33 -0.80 1.95 0.3499
H 5.692369 -1.817182 0.105365 -0.38 1.31 1.99 0.3934
H 5.447466 0.057664 0.361753 0.23 -2.29 1.39 0.2756
C -4.064449 1.487648 -2.897497 0.04 0.11 -0.06 -1.3700
C -5.246160 2.234897 -2.284512 0.26 0.10 -0.05 -0.4479
N -4.977747 3.652325 -2.029820 -0.14 0.28 0.31 0.1907
C -5.979572 4.288553 -1.167047 0.29 -0.25 0.09 -0.6935
C -7.405160 4.384364 -1.697769 -0.38 0.17 0.10 -0.9703
C -4.546478 4.449274 -3.179584 0.33 -0.25 0.07 -0.7115
C -5.463876 4.490000 -4.397267 -0.06 0.18 -0.33 -0.9848
H -3.160317 1.615318 -2.293162 -0.14 0.03 -0.08 0.2086
H -4.286364 0.416657 -2.945253 0.01 0.15 0.02 0.4437
H -3.853673 1.824176 -3.916251 0.01 -0.01 0.06 0.3890
H -5.472976 1.740406 -1.331932 -0.06 0.31 0.01 0.4878
H -6.126602 2.097220 -2.924884 -0.10 -0.10 -0.06 0.2236
H -5.635782 5.292551 -0.891262 0.11 -0.09 -0.19 0.3837
H -6.008667 3.735810 -0.219686 0.10 -0.10 -0.15 0.3583
H -7.498242 5.146371 -2.471543 -0.03 -0.09 -0.06 0.2102
H -8.079373 4.678128 -0.883576 0.09 -0.05 -0.09 0.4048
H -7.771758 3.432194 -2.089877 0.08 0.08 -0.01 0.2670
H -3.567140 4.077265 -3.505279 -0.14 -0.10 0.10 0.3322
H -4.344829 5.479044 -2.856549 -0.16 -0.21 0.20 0.3974
H -5.816757 3.498155 -4.690063 0.00 0.04 0.08 0.2472
H -4.913662 4.897785 -5.253158 -0.05 -0.04 0.09 0.3847
H -6.326088 5.138512 -4.236507 -0.03 -0.14 -0.03 0.2530

=====

[3]
87
Properties=species:S:1:pos:R:3:forces:R:3:mulliken_charge:R:1 method="wB97M-V/def2-TZVPD" e_lumo_ev=-0.15 gap_ev=8.537 smiles="CC[C@@H](F)[C@]1(N=C(C)C)[C@](CCOC(C)=O)(B(C)O)OC(=O)[C@]1(O)S(C)(=O)=O.COCCOC.COCCOC" e_tot_ev=-65924.428
C 0.582625 -0.420696 3.968937 0.95 0.78 1.55 -0.5876
C -0.661626 -1.425121 3.825081 -0.28 -0.15 1.58 -0.5571
C -1.078997 -2.025332 2.390196 -1.13 -1.20 0.84 0.5633
F -2.541136 -1.663210 2.242490 3.09 -0.52 -0.44 -0.4642
C -0.153674 -1.741763 1.094818 1.72 -0.33 -3.68 1.3719
N 0.188423 -0.373717 0.603190 -3.52 2.15 4.19 -0.2218
C -0.676024 0.621684 0.851093 1.23 0.49 -0.53 0.5882
C -2.235060 0.818235 0.392905 -0.74 -0.01 1.15 -0.8430
C -0.060707 1.964903 1.644472 -0.19 -0.16 -2.42 -0.7554
C -0.454989 -2.535710 -0.347557 -1.45 -1.82 -0.87 -0.3516
C -0.175112 -1.784253 -1.765325 0.26 -0.02 -1.27 -0.8176
C -1.346484 -0.870263 -2.400951 0.32 -0.17 -1.06 -0.3854
O -0.829024 0.528830 -2.487307 0.82 -0.24 -3.85 -0.3457
C -0.142389 0.762985 -3.767311 3.44 -2.31 -2.10 0.6889
C -0.403085 2.261114 -4.460648 -0.52 -0.10 1.75 -0.9733
O 0.695557 -0.100913 -4.370978 -5.75 4.75 4.27 -0.6068
B -1.872717 -3.414699 -0.493045 -2.68 -0.16 -0.02 1.3997
C -1.869899 -5.059695 -0.823082 -0.40 -0.28 -0.33 -0.8519
O -3.233958 -2.811490 -0.409938 2.36 -1.99 -1.72 -0.7690
O 0.481325 -3.706314 -0.512081 3.42 1.61 0.57 -0.3366
C 1.798846 -3.155446 -0.179709 3.49 -0.17 -2.11 -0.1446
O 2.988021 -3.202779 -0.786770 -9.03 -0.01 4.05 -0.5855
C 1.392341 -2.374991 1.250114 2.48 1.19 -2.21 -0.2922
O 2.524554 -1.388297 1.260066 -1.54 -2.29 3.28 -0.4649
S 1.753642 -3.751632 2.445648 7.36 -2.41 4.39 1.2774
C 0.717398 -5.301195 2.265637 -0.45 -2.04 -1.10 -0.7837
O 1.864683 -3.362296 3.938425 -2.01 -0.31 -4.30 -0.6470
O 3.220905 -4.223989 2.075246 -5.38 1.52 0.15 -0.6804
H 1.164529 -0.096388 3.024797 -1.25 -0.81 1.34 0.1152
H 1.377481 -0.904785 4.714439 -1.73 1.01 -1.75 0.2575
H 0.224317 0.581780 4.509250 0.70 -2.16 -1.25 0.1178
H -1.596299 -0.883404 4.337991 1.81 -1.29 -1.65 0.1803
H -0.451919 -2.347162 4.557763 -0.41 1.98 -1.87 0.3105
H -1.120565 -3.214923 2.509231 0.04 2.61 -0.45 0.0842
H -2.369752 1.503578 -0.564492 0.92 -1.35 1.99 0.2754
H -2.826457 -0.169831 0.183184 1.36 1.73 0.58 0.1115
H -2.780236 1.389063 1.284489 1.07 -1.25 -1.90 0.2343
H -0.462465 1.924208 2.742364 0.79 0.12 -2.15 -0.2015
H 1.115260 1.954371 1.569718 -2.47 -0.18 0.40 0.2987
H -0.440469 2.911598 1.032086 0.66 -1.77 1.70 0.4134
H 0.828579 -1.139909 -1.810936 -2.25 -1.42 0.51 0.2389
H 0.027755 -2.660709 -2.555256 -0.52 1.80 1.94 0.4405
H -1.563443 -1.179798 -3.533348 0.48 0.34 2.62 0.4132
H -2.365651 -0.814593 -1.847734 2.08 -0.15 -0.75 0.2292
H -0.985061 2.118913 -5.466188 1.35 0.18 1.95 0.2795
H -1.070054 2.896764 -3.704651 1.32 -1.51 -1.72 0.2738
H 0.597613 2.861512 -4.580080 -1.83 -1.60 -0.05 0.2992
H -2.973040 -5.490762 -0.943728 2.28 0.98 0.24 0.2436
H -1.366907 -5.697284 0.016757 -0.75 1.20 -1.63 0.1509
H -1.297031 -5.255135 -1.826377 -0.94 0.23 1.94 0.2407
H -3.848665 -3.410668 -0.951090 1.25 1.14 1.48 0.2447
H 3.024832 -1.563066 2.133857 -0.86 0.45 -1.83 0.4936
H -0.368561 -5.145509 1.868400 2.03 -0.05 1.04 0.0469
H 1.266634 -5.979886 1.451283 -1.03 1.86 1.68 0.3289
H 0.761530 -5.950700 3.265903 -0.07 2.09 -1.96 0.3960
C 3.031869 2.985892 -7.907834 0.00 0.09 0.28 -0.7837
O 2.811228 2.430324 -6.615865 0.14 -0.06 -0.47 -0.3693
C 2.573555 1.020567 -6.665624 0.18 0.00 0.60 0.1095
C 3.824263 0.231631 -6.264669 -0.27 0.00 -0.59 -0.5524
O 4.869549 0.388081 -7.228725 0.00 0.36 0.32 -0.3904
C 5.861142 1.315610 -6.803544 0.02 -0.19 -0.17 -0.7200
H 3.427860 3.996915 -7.783122 -0.08 -0.10 0.08 0.2628
H 3.751407 2.400633 -8.487476 -0.07 -0.02 0.05 0.3407
H 2.082761 3.045901 -8.448577 0.02 -0.01 -0.15 0.3143
H 2.218390 0.718092 -7.658657 0.18 0.03 0.03 0.3007
H 1.777376 0.806181 -5.945338 0.22 -0.04 -0.18 -0.0257
H 3.573834 -0.832839 -6.236936 -0.04 0.03 0.04 0.3567
H 4.168345 0.521847 -5.264749 -0.08 0.06 -0.11 0.3494
H 6.488139 0.858129 -6.029915 0.01 0.12 0.03 0.3231
H 5.418654 2.239024 -6.421001 -0.02 -0.05 0.03 0.3101
H 6.490406 1.563709 -7.663097 -0.11 -0.14 0.07 0.2414
C -2.879310 5.088586 7.099636 -0.20 0.01 0.00 -0.6834
O -3.713788 4.792249 5.985028 0.52 -0.13 -0.08 -0.3708
C -2.965513 4.624061 4.777478 -0.51 -0.34 0.10 -0.7657
C -2.793302 3.141261 4.432362 0.46 0.33 0.22 -0.0025
O -1.961834 2.477494 5.388698 -0.43 0.07 -0.04 -0.3198
C -2.716904 1.714579 6.322603 0.20 -0.08 0.02 -0.9152
H -3.472443 4.977792 8.010926 -0.02 0.03 -0.18 0.2425
H -2.021563 4.412641 7.159771 -0.03 0.04 -0.06 0.2804
H -2.530816 6.123405 7.032425 0.11 -0.01 0.07 0.3271
H -1.993456 5.128247 4.845652 -0.06 -0.16 0.03 0.3478
H -3.537815 5.106310 3.978365 0.04 -0.03 -0.01 0.3859
H -2.290096 3.062389 3.464299 -0.03 0.05 -0.04 0.1004
H -3.765869 2.641983 4.346977 0.05 0.11 0.09 0.3406
H -3.086939 0.802098 5.841595 -0.10 0.01 0.08 0.3243
H -3.556943 2.283399 6.729550 0.02 0.00 -0.07 0.4293
H -2.057580 1.432585 7.148515 0.00 0.06 -0.20 0.2708